81
Properties=species:S:1:pos:R:3:forces:R:3 method="wB97M-V/def2-TZVPD" multiplicity=1 homo_ev=-6.373 mol_weight_g_mol=574.60 e_above_lowest_kj_mol=436.17 e_tot_ev=-56654.0802
C 2.796 -3.792 0.141 0.2 -0.3 0.0
C 1.993 -2.529 0.131 -0.3 0.5 0.0
C 2.657 -1.304 0.029 -0.2 0.5 0.0
C 1.956 -0.094 0.041 0.1 -1.4 0.1
C 0.570 -0.095 0.132 -0.4 1.2 -0.4
B -0.193 1.386 0.102 0.9 -1.6 2.6
C -0.156 1.916 1.674 -0.4 0.2 -0.1
C 0.601 2.792 2.423 -0.9 -0.6 0.7
C 0.042 3.025 3.742 -0.7 -0.6 -0.1
C -1.132 2.319 3.966 1.4 0.5 -0.6
C -1.976 2.266 5.183 -0.1 0.0 0.1
S -1.545 1.379 2.579 0.7 0.6 0.1
O 0.472 2.376 -0.702 -0.4 0.3 -0.8
C -0.378 2.539 -1.820 -0.6 -0.1 -0.1
C -0.231 3.971 -2.321 -0.2 0.0 -0.1
C 0.026 1.522 -2.892 -0.2 0.0 -0.1
C -1.854 2.167 -1.243 0.4 0.2 -0.2
C -2.521 3.323 -0.507 0.0 0.4 -0.1
C -2.844 1.650 -2.287 0.2 0.1 -0.1
O -1.570 1.150 -0.306 0.1 0.4 -0.9
C -0.118 -1.303 0.229 0.8 -0.7 0.1
C 0.597 -2.516 0.233 0.1 0.4 0.0
H 2.150 -4.667 0.246 0.1 0.0 0.0
H 3.372 -3.894 -0.788 -0.1 -0.1 0.1
H 3.519 -3.797 0.966 -0.1 0.0 -0.1
H 3.740 -1.299 -0.051 0.1 -0.1 0.0
H 2.492 0.852 0.005 0.0 0.1 -0.1
H 1.536 3.245 2.110 -0.2 0.0 -0.2
H 0.490 3.676 4.496 -0.1 -0.2 -0.2
H -1.534 2.890 5.961 -0.1 -0.1 0.1
H -2.990 2.615 4.960 0.1 0.0 0.2
H -2.033 1.228 5.526 -0.1 0.2 0.2
H -0.846 4.138 -3.215 0.1 0.0 0.1
H -0.527 4.683 -1.543 0.1 -0.1 -0.2
H 0.815 4.172 -2.586 -0.1 -0.1 0.0
H -0.483 1.739 -3.838 0.1 -0.1 0.0
H 1.110 1.565 -3.059 -0.1 0.1 0.1
H -0.228 0.501 -2.569 0.1 0.3 -0.1
H -2.816 4.104 -1.220 0.0 0.0 0.2
H -3.428 2.945 -0.020 0.2 0.1 0.0
H -1.865 3.746 0.264 -0.1 -0.1 -0.2
H -3.027 2.432 -3.036 0.0 -0.2 0.0
H -2.487 0.746 -2.789 0.0 0.1 0.1
H -3.799 1.418 -1.800 0.2 0.0 0.0
H -1.204 -1.330 0.321 0.2 0.2 -0.1
H 0.064 -3.461 0.323 0.1 0.1 0.0
C 7.075 6.988 -6.699 0.0 -0.1 0.1
C 6.654 5.659 -6.796 -0.2 0.0 0.1
C 5.607 5.190 -5.996 0.0 0.5 0.2
C 4.994 6.084 -5.116 0.4 -0.1 0.1
O 3.999 5.639 -4.235 0.1 -0.7 0.6
C 4.342 4.699 -3.257 -0.1 0.5 -0.6
C 4.572 5.175 -1.961 0.3 -0.2 -0.3
C 4.826 4.279 -0.943 -0.7 -0.2 0.4
C 4.730 2.868 -1.149 -0.5 0.4 -0.5
C 4.794 1.963 -0.033 2.0 0.2 -0.4
C 5.593 0.775 -0.031 0.0 -0.5 0.3
C 5.931 0.164 1.221 -0.7 -0.2 -0.2
C 6.409 -1.137 1.275 0.3 0.0 0.0
C 6.614 -1.875 0.095 -0.1 0.7 0.1
C 6.496 -1.221 -1.140 0.1 0.3 -0.1
C 6.091 0.107 -1.201 -0.3 -0.1 0.1
C 4.545 2.431 -2.489 0.1 0.0 0.0
C 4.386 3.329 -3.535 0.1 0.1 0.2
C 5.364 7.433 -5.046 0.1 -0.6 0.1
C 6.448 7.866 -5.809 -0.3 -0.1 -0.2
H 7.899 7.340 -7.319 -0.2 -0.1 0.2
H 7.129 4.963 -7.490 -0.1 0.3 0.2
H 5.258 4.157 -6.032 0.2 0.3 -0.1
H 4.557 6.254 -1.813 0.1 -0.3 0.1
H 5.099 4.660 0.041 -0.3 -0.1 -0.1
H 4.397 2.310 0.933 0.3 -0.1 -0.4
H 5.790 0.748 2.133 -0.2 -0.4 -0.2
H 6.652 -1.589 2.237 -0.2 0.1 -0.2
H 6.940 -2.918 0.140 -0.2 0.4 0.0
H 6.766 -1.745 -2.060 -0.1 0.2 0.3
H 6.150 0.634 -2.153 -0.2 -0.3 0.3
H 4.487 1.367 -2.704 -0.3 0.3 0.1
H 4.279 2.979 -4.559 -0.2 0.0 0.4
H 4.823 8.093 -4.368 0.2 -0.2 -0.2
H 6.788 8.898 -5.710 -0.1 -0.3 -0.1


91
Properties=species:S:1:pos:R:3:forces:R:3 method="wB97M-V/def2-TZVPD" multiplicity=2 total_charge=-1 homo_ev="-0.573 / -8.593" mol_weight_g_mol=714.62 e_above_lowest_kj_mol=0.00 e_tot_ev=-72714.1562
C 0.648 -3.115 -4.303 0.2 -0.5 0.2
C 2.011 -2.880 -5.006 -2.1 -0.2 0.9
C 1.863 -2.043 -6.260 -0.6 -0.9 -0.2
O 2.899 -1.105 -6.198 1.5 0.6 1.4
C 3.414 -1.139 -4.913 3.6 3.1 0.2
O 4.343 -0.429 -4.472 -3.1 -1.9 -1.9
O 2.834 -2.045 -4.186 -0.5 -1.1 0.8
H -0.039 -2.269 -4.323 0.2 0.4 -0.3
H 0.696 -3.385 -3.248 0.6 0.0 0.1
H 0.062 -3.954 -4.679 0.2 -0.1 -0.6
H 2.515 -3.821 -5.225 0.2 0.1 0.3
H 0.910 -1.514 -6.262 0.0 -0.2 -0.4
H 2.021 -2.742 -7.081 -0.3 0.6 -0.5
C -1.105 4.736 -0.258 -0.1 -0.9 0.2
C -2.306 4.170 0.486 -0.7 -1.0 -0.4
C -3.149 3.141 -0.292 -0.2 0.4 -0.2
O -3.393 2.036 0.639 0.0 0.5 -1.4
C -2.575 2.140 1.669 0.8 0.0 1.7
O -2.458 1.341 2.584 -0.1 1.9 -2.0
O -1.893 3.353 1.577 0.4 -0.8 1.3
H -1.403 5.415 -1.057 0.0 0.2 0.3
H -0.586 3.906 -0.737 0.1 -0.1 0.0
H -0.404 5.162 0.460 -0.1 0.4 -0.2
H -2.989 4.951 0.818 0.3 0.2 0.5
H -2.622 2.842 -1.198 -0.1 -0.7 0.1
H -4.105 3.577 -0.581 -0.1 -0.4 0.0
C 0.364 3.805 3.939 -0.1 -1.3 0.5
C -0.339 2.805 4.946 -1.4 3.9 -1.5
C 0.193 1.438 4.850 0.5 0.2 -0.2
O 0.488 1.184 6.210 0.6 -1.2 1.5
C 0.292 2.276 7.002 0.6 -1.2 3.5
O 0.448 2.379 8.219 0.1 -1.1 -2.6
O -0.153 3.249 6.302 -0.4 1.7 -1.8
H 0.431 3.227 3.018 -0.1 0.2 -0.3
H 1.392 3.974 4.262 0.1 0.0 0.2
H -0.080 4.774 3.712 -0.4 -0.2 0.4
H -1.422 2.852 4.837 0.0 -0.1 -0.5
H 1.088 1.495 4.231 0.3 -0.6 0.3
H -0.513 0.747 4.389 0.1 -0.2 0.4
C 0.213 0.813 -2.040 0.8 -0.8 1.1
C -0.190 -0.155 -0.874 -1.5 0.3 -1.4
C 0.456 -1.543 -0.863 0.0 0.6 -1.0
O 1.016 -1.683 0.444 -0.1 0.9 0.3
C 0.686 -0.594 1.189 -0.4 -0.2 3.0
O 0.880 -0.513 2.417 -0.3 0.0 -4.0
O -0.008 0.322 0.456 1.6 -0.1 1.0
H -0.381 1.725 -2.094 0.0 -0.1 0.2
H 0.147 0.313 -3.006 -0.5 -0.3 0.1
H 1.282 1.022 -1.984 0.1 0.4 0.3
H -1.275 -0.244 -0.923 -0.1 -0.3 -0.3
H 1.187 -1.604 -1.670 0.6 -0.1 0.4
H -0.269 -2.325 -1.092 -0.2 -0.2 0.4
C -5.129 -2.125 -2.392 0.0 0.6 -0.4
C -3.735 -1.657 -2.902 -1.2 -1.6 0.8
C -3.456 -1.693 -4.408 -1.8 -2.9 0.8
O -3.268 -0.392 -4.789 1.1 1.6 -0.6
C -3.225 0.373 -3.709 -0.9 1.2 2.1
O -3.005 1.550 -3.633 0.3 -0.3 -0.7
O -3.635 -0.311 -2.590 0.7 1.9 -0.9
H -5.889 -1.501 -2.861 0.0 0.1 -0.3
H -5.255 -1.901 -1.332 0.4 -0.2 0.1
H -5.434 -3.157 -2.560 0.6 -0.1 -0.1
H -2.937 -2.132 -2.331 0.1 -0.6 -0.1
H -4.338 -2.076 -4.921 0.0 -0.1 -0.2
H -2.637 -2.389 -4.589 0.5 0.4 -0.4
C 0.581 -5.288 1.325 1.3 0.2 1.4
C 0.607 -4.697 2.747 -1.5 1.0 -1.9
C -0.706 -3.877 3.046 1.4 -0.1 -1.1
O -1.144 -4.430 4.245 -0.8 -0.5 1.0
C -0.415 -5.520 4.542 -0.8 0.1 3.9
O -0.491 -6.126 5.587 -0.7 0.3 -1.1
O 0.509 -5.738 3.680 1.9 -1.0 -1.4
H 1.459 -5.932 1.379 0.0 -0.4 -0.7
H 0.816 -4.484 0.627 -0.4 -0.2 -0.2
H -0.306 -5.886 1.118 0.0 0.3 -0.1
H 1.539 -4.147 2.870 -0.1 0.1 0.3
H -1.396 -4.121 2.239 -0.3 0.4 0.1
H -0.550 -2.806 3.175 0.0 -0.1 -0.2
C 4.370 2.191 -0.478 -0.7 0.0 -0.1
C 3.550 2.922 0.584 0.1 0.1 -3.1
C 3.043 2.120 1.713 -1.6 -2.5 -2.2
O 3.602 2.699 2.760 1.6 0.7 5.1
C 4.518 3.620 2.426 0.5 2.5 4.9
O 5.178 4.300 3.208 -1.0 -2.1 -1.3
O 4.385 3.876 1.199 0.7 1.3 -3.8
H 5.276 1.778 -0.034 0.0 0.0 -0.1
H 4.581 2.835 -1.331 0.3 0.2 0.3
H 3.772 1.391 -0.914 0.0 -0.3 0.2
H 2.719 3.435 0.099 0.1 0.3 -0.1
H 3.371 1.083 1.646 -0.2 -0.3 -0.1
H 1.954 2.147 1.731 -0.1 -0.1 0.4


36
Properties=species:S:1:pos:R:3:forces:R:3 method="wB97M-V/def2-TZVPD" multiplicity=1 homo_ev=-10.468 mol_weight_g_mol=216.18 smiles=O.O.O.O.O.O.O.O.O.O.O.O e_above_lowest_kj_mol=500.44 e_tot_ev=-24956.5077
H -0.492 0.046 -0.893 0.1 -0.5 0.3
H 0.586 -0.872 -0.394 0.3 -0.4 0.6
H 3.371 -0.232 1.429 -0.1 -1.3 0.7
H 1.958 -0.719 1.766 0.2 -0.3 0.5
H 3.414 -2.236 -1.835 -0.1 0.3 -0.2
H 3.675 -1.102 -2.951 0.8 -2.2 1.5
H -4.305 0.284 -0.786 -1.5 2.2 -1.6
H -3.106 -0.511 -0.709 0.0 -0.2 0.1
H 0.936 -2.780 -0.479 1.8 1.5 -3.2
H 1.229 -3.583 0.763 -0.7 0.5 -0.7
H -0.656 2.544 -0.949 -0.6 2.0 -1.8
H 0.368 1.664 -0.396 -0.7 0.4 0.3
H -0.626 -1.101 2.213 1.4 -0.9 0.2
H -1.368 -0.015 3.150 0.2 -1.8 -2.0
H -2.701 -2.185 0.686 1.2 -1.4 -1.7
H -2.275 -3.654 0.499 0.2 -0.1 -0.1
H -2.359 -0.541 -2.933 0.6 -1.9 -0.6
H -1.572 0.505 -2.049 -0.5 -0.6 -0.8
H -0.009 1.698 2.542 -1.2 1.3 0.1
H -1.289 2.478 3.067 0.3 -0.2 -0.2
H -0.025 3.961 -1.995 2.5 1.8 0.5
H 1.367 3.977 -2.588 0.3 0.3 0.1
H 2.059 0.763 0.919 0.7 0.9 1.1
H 2.043 1.957 1.815 -0.9 2.9 0.4
O -0.067 -0.809 -1.084 -0.1 0.9 -0.6
O 2.863 -1.023 1.701 0.9 -1.9 -1.0
O 4.074 -1.902 -2.452 -0.6 1.9 -1.3
O -3.947 -0.370 -0.259 1.3 -2.0 1.7
O 0.519 -3.171 0.215 -0.7 -2.3 4.2
O -0.572 1.925 -0.277 1.4 -2.5 1.3
O -1.414 -0.614 2.327 -1.6 2.5 1.7
O -2.181 -2.806 0.053 -1.8 1.6 1.8
O -2.373 0.307 -2.559 -0.2 2.6 0.9
O -0.484 2.576 2.539 0.9 -1.1 0.3
O 0.906 4.406 -1.852 -2.8 -2.0 -0.8
O 2.453 1.135 1.755 -0.8 -0.1 -1.7


16
Properties=species:S:1:pos:R:3:forces:R:3 method="wB97M-V/def2-TZVPD" multiplicity=1 homo_ev=-10.857 mol_weight_g_mol=60.14 smiles=CC.CC e_above_lowest_kj_mol=168.07 e_tot_ev=-4340.7864
C -0.300 -1.638 0.184 3.4 -3.3 2.2
C -0.950 -2.997 -0.115 -2.4 1.6 -0.3
H -0.204 -1.564 1.321 0.6 -0.2 -1.3
H 0.786 -1.625 -0.319 -2.7 0.8 1.1
H -1.000 -0.917 0.061 -1.4 2.7 -1.5
H -1.124 -3.655 0.691 0.2 -0.6 1.2
H -1.981 -2.873 -0.548 0.8 0.1 0.3
H -0.440 -3.507 -0.845 1.4 -1.3 -1.7
C 0.142 1.765 -0.029 -1.4 -0.5 -0.3
C 1.117 2.931 -0.015 3.2 -2.7 -0.8
H 0.270 1.161 -0.935 -0.7 0.8 -0.7
H 0.230 0.874 0.576 0.5 0.5 1.6
H -0.926 2.183 0.142 1.6 -1.0 -0.7
H 0.784 3.654 0.651 -0.1 1.7 0.9
H 2.273 2.705 0.094 -2.2 -0.1 1.0
H 1.272 3.198 -1.035 -0.9 1.3 -0.8